Entry 1:
Below is 7 unconnected molecules or ions with the total composition C53H117N7O7 in a non-equilibrium geometry, with properties calculated with ωB97M-V/def2-TZVPD.

The geometry in XYZ format:
```
184
Properties=species:S:1:pos:R:3:forces:R:3:mulliken_charge:R:1
C -3.3107 -0.2519 4.8884 -1.368 -0.625 0.863 -1.642
C -2.9841 -1.1224 3.6929 -0.265 0.984 -1.403 2.172
C -2.6300 -2.5800 3.8665 -0.494 -1.025 0.557 -1.164
O -2.3016 -3.1326 2.5957 0.594 0.579 -0.801 -0.224
C -1.7196 -4.4151 2.6411 0.510 0.183 0.097 -1.024
N -4.1671 -1.0864 2.8014 -0.136 -0.578 0.611 -0.735
H -3.6763 0.7259 4.5671 0.786 0.236 -0.174 0.135
H -2.6008 -0.2027 5.7133 0.385 0.211 -0.363 0.336
H -4.2474 -0.6050 5.3425 0.178 -0.475 0.023 0.485
H -2.2158 -0.6046 3.0959 0.673 -0.438 0.470 -0.572
H -3.4986 -3.1749 4.1834 -0.290 0.467 0.314 0.357
H -1.8740 -2.8143 4.6241 0.415 0.433 -0.236 0.446
H -2.4601 -5.1325 3.0015 0.363 -0.204 0.324 0.305
H -0.7792 -4.3430 3.2013 -0.345 -0.427 0.610 0.406
H -1.3562 -4.7445 1.6650 -0.590 0.369 -0.318 0.292
H -4.0268 -1.8176 2.1123 -0.169 0.387 -0.342 0.390
H -4.2009 -0.1806 2.3574 -0.142 -0.059 -0.298 0.031
C 5.2764 -4.0194 2.6108 -0.525 -0.392 -0.499 -0.946
C 6.4676 -3.0796 2.4774 -1.839 0.556 0.757 0.377
C 6.0130 -1.7000 1.9479 0.199 -0.736 0.172 -0.044
O 5.2268 -1.0492 2.9286 -0.064 0.075 -0.967 -0.383
C 4.6524 0.1608 2.4382 0.863 0.719 0.886 -0.774
N 6.9868 -2.8626 3.8464 1.201 -0.583 -0.724 -0.638
H 4.4009 -3.6089 3.1147 0.322 0.368 0.240 0.275
H 5.5439 -4.9395 3.1349 0.097 -0.004 -0.057 0.392
H 4.9159 -4.2922 1.6133 0.141 -0.137 0.007 -0.033
H 7.1326 -3.5553 1.7503 0.438 0.311 0.079 0.372
H 5.3940 -1.7649 1.0504 0.294 -0.349 -0.251 -0.032
H 6.9495 -1.1827 1.6993 -0.180 0.586 0.066 0.225
H 4.8849 0.4872 1.4194 0.122 -0.800 -0.246 0.331
H 5.1453 0.9270 3.0454 -0.590 0.350 0.091 0.392
H 3.5714 0.1826 2.5602 -0.038 -0.144 0.179 0.163
H 7.4365 -3.7404 4.1086 -0.264 0.011 0.251 0.268
H 7.7899 -2.2345 3.7953 -0.236 0.230 0.047 0.255
C -0.1484 2.4411 4.0878 -0.471 -0.715 -0.551 -2.281
C -0.8213 3.7236 4.5745 -0.006 0.702 -1.465 2.205
C -2.0336 3.9609 3.6376 0.523 0.732 -0.644 -0.879
C -2.9093 5.0988 4.1696 -1.020 -0.698 -0.703 0.080
C -3.3451 4.8203 5.6023 0.908 0.654 -0.130 -1.486
C -2.1916 4.4657 6.5887 -1.486 0.683 -0.256 1.449
N -1.3078 3.5254 5.9300 0.067 -0.782 -0.122 0.776
O -0.1993 3.1904 6.7708 -0.268 0.183 0.085 -0.573
C -1.5281 5.7631 7.0673 0.924 -0.323 -0.151 -1.574
C -2.9227 3.7277 7.7252 0.989 -0.388 0.521 -1.867
C 0.1640 4.8939 4.3445 1.232 -0.528 0.570 -2.085
H -0.0641 2.3876 2.9962 0.097 0.671 -0.044 0.324
H -0.8467 1.6125 4.2496 0.293 -0.147 0.598 0.300
H 0.8514 2.2393 4.4665 -0.147 0.012 0.398 0.569
H -1.6411 4.3005 2.6706 0.338 0.073 0.120 0.578
H -2.4815 3.0169 3.3137 -0.673 0.004 0.836 -0.129
H -3.8255 5.2528 3.5832 0.015 -0.642 -0.020 -0.342
H -2.4582 6.0654 3.9311 0.612 -0.025 0.893 0.461
H -4.0556 3.9953 5.6425 -0.135 0.026 -0.331 0.274
H -3.8190 5.7336 5.9668 -0.242 -0.228 0.304 0.477
H -0.8104 5.5427 7.8603 -0.253 0.097 0.239 0.326
H -0.9051 6.1852 6.2784 -0.216 0.060 -0.131 0.326
H -2.2363 6.5344 7.3623 -0.113 -0.183 0.245 0.393
H -3.8036 4.2502 8.0948 0.075 0.206 -0.070 0.353
H -3.2191 2.7290 7.3980 -0.157 0.123 -0.261 0.347
H -2.2400 3.5479 8.5618 -0.084 0.210 0.100 0.384
H 0.9520 4.8518 5.1057 -0.262 0.169 0.270 0.462
H -0.2318 5.9050 4.3146 -0.257 -0.107 -0.029 0.328
H 0.7561 4.7080 3.4443 -0.439 0.082 -0.307 0.443
H -0.4212 2.2924 7.0413 0.170 0.026 0.037 0.331
C 0.8963 -1.8830 -0.9585 -0.457 0.078 -0.944 -1.096
C 0.4051 -0.9107 0.1269 0.087 -0.472 0.308 1.857
C 1.1686 0.4262 0.0645 0.578 -0.077 0.198 -0.815
C 0.6882 1.4445 -0.9270 -1.599 -0.509 -0.039 0.167
C -0.8418 1.6139 -0.7803 0.817 0.201 0.554 -1.203
C -1.6461 0.3074 -0.7314 -0.793 -0.412 -1.420 1.214
N -1.0621 -0.7391 0.0996 1.265 1.740 0.728 1.437
O -1.7568 -1.9670 0.0635 0.367 0.019 -0.337 -0.597
C -3.0425 0.5859 -0.1931 0.227 0.858 0.240 -1.594
C -1.8380 -0.1127 -2.2449 0.481 -1.189 0.470 -1.581
C 0.7248 -1.5032 1.5246 -0.450 -1.040 -1.515 -1.799
H 0.5707 -2.9089 -0.7809 0.387 -0.033 0.396 0.365
H 1.9635 -1.7983 -1.1644 0.106 -0.277 0.420 -0.075
H 0.4342 -1.6974 -1.9335 -0.028 0.395 0.105 0.206
H 1.2467 0.8850 1.0562 -0.414 -0.086 0.080 0.035
H 2.2102 0.1895 -0.1834 -0.032 -0.201 0.110 0.186
H 0.8557 1.0669 -1.9375 0.401 0.373 -0.029 -0.850
H 1.1503 2.4060 -0.7096 0.248 -0.005 -0.527 0.644
H -1.1973 2.1728 -1.6463 -0.194 0.095 0.119 0.548
H -1.0097 2.2438 0.1000 -0.222 -0.204 0.144 0.030
H -3.0492 0.9744 0.8281 0.468 -0.147 0.193 -0.350
H -3.4031 1.4417 -0.7713 -0.693 -0.463 -0.267 0.535
H -3.6454 -0.3185 -0.1850 -0.287 0.198 -0.447 0.563
H -0.8960 -0.4354 -2.6967 0.109 0.232 0.108 0.172
H -2.4533 -1.0158 -2.2660 -0.193 0.142 -0.101 0.343
H -2.2483 0.6340 -2.9232 -0.249 0.225 0.405 0.413
H 1.8049 -1.5622 1.6563 -0.030 0.401 0.522 0.333
H 0.3959 -2.5469 1.4671 -0.002 -0.038 0.373 0.357
H 0.0971 -0.9956 2.2506 0.566 0.238 0.408 0.064
H -1.6566 -2.2887 0.9789 -0.568 0.113 -0.104 0.404
C 4.0276 1.4818 -4.9723 -0.272 0.409 -1.102 -1.789
C 3.2953 0.1327 -5.0146 1.061 0.086 2.297 1.791
C 1.8070 0.3644 -4.7174 -0.916 -1.276 0.435 -0.528
C 1.0176 0.9438 -5.8735 1.039 0.434 -0.896 -0.989
C 1.2257 0.0411 -7.0920 -1.053 -1.113 0.923 -1.371
C 2.6651 -0.3265 -7.4053 1.360 -0.359 -0.412 1.601
N 3.3855 -0.7317 -6.1632 -1.114 0.323 -0.333 0.969
O 4.7344 -1.1062 -6.4324 -0.433 0.248 0.022 -0.586
C 2.6518 -1.5850 -8.2619 -1.436 -0.797 -0.772 -2.087
C 3.3594 0.7976 -8.1670 0.654 0.907 -0.043 -1.609
C 3.8740 -0.6628 -3.7820 -1.539 0.111 -0.439 -2.176
H 3.8164 1.9517 -4.0133 0.044 0.056 0.005 0.373
H 3.6286 2.1193 -5.7633 0.103 0.272 0.230 0.398
H 5.1069 1.4516 -5.1221 -0.004 -0.370 0.058 0.366
H 1.3908 -0.6247 -4.4709 0.008 -0.123 -0.369 0.471
H 1.6054 0.8702 -3.7706 0.590 0.578 -0.225 -0.129
H 1.4506 1.9304 -6.0744 -0.465 0.187 -0.064 0.370
H -0.0552 1.0168 -5.7047 0.067 0.207 0.340 0.437
H 0.6497 0.3003 -7.9831 0.499 0.687 -0.131 0.490
H 0.6820 -0.8750 -6.8131 0.389 -0.237 0.080 0.434
H 2.0945 -2.3602 -7.7259 0.307 -0.057 0.244 0.451
H 2.0147 -1.4475 -9.1451 0.170 0.365 -0.058 0.428
H 3.5664 -2.0364 -8.6404 0.379 0.506 0.389 0.338
H 4.4200 0.5986 -8.3395 -0.143 -0.437 -0.215 0.353
H 2.8677 1.0226 -9.1150 0.015 -0.326 -0.082 0.423
H 3.4080 1.7597 -7.6521 -0.447 -0.135 0.242 0.311
H 3.1396 -1.4484 -3.5795 0.257 -0.176 0.124 -0.020
H 3.8533 0.0102 -2.9240 0.271 -0.089 0.097 0.375
H 4.8470 -1.1262 -3.9077 0.147 0.290 -0.172 0.686
H 4.7126 -1.9762 -6.0210 0.407 -0.081 -0.199 -0.166
C -9.2995 1.7322 1.4407 0.549 0.904 0.532 -2.073
C -8.0467 2.3832 0.8215 0.805 -0.091 0.849 1.694
C -8.3965 3.2779 -0.3557 0.026 -0.660 -0.916 -1.266
C -7.2322 4.0880 -0.8863 -0.677 1.550 -0.144 -0.645
C -6.6792 5.0545 0.1806 0.834 -1.576 -1.442 -1.184
C -6.4255 4.3414 1.5232 0.358 0.179 -0.087 2.411
N -7.4073 3.2689 1.8400 -1.171 0.601 -0.684 0.140
O -7.0108 2.5120 2.9643 0.276 0.057 0.026 -0.443
C -4.9760 3.8134 1.5417 -0.283 -0.500 0.447 -1.808
C -6.5591 5.4147 2.5764 -0.590 -0.041 1.145 -2.338
C -7.1463 1.2282 0.3854 0.042 -0.414 -0.819 -1.652
H -9.8351 2.5028 2.0004 -0.311 -0.016 -0.265 0.463
H -8.9796 1.0076 2.1882 -0.105 -0.243 -0.182 0.377
H -9.9236 1.2770 0.6760 -0.045 -0.055 0.027 0.411
H -8.7222 2.6545 -1.1959 -0.184 -0.249 0.229 0.460
H -9.2531 3.9205 -0.1423 0.148 0.151 0.324 0.311
H -7.6371 4.7468 -1.6637 -0.025 -0.151 -0.136 0.392
H -6.4552 3.5438 -1.4233 0.022 -0.482 0.499 0.332
H -7.2306 5.9916 0.1444 -0.393 -0.180 0.750 0.489
H -5.6922 5.2949 -0.2265 0.063 0.423 0.365 0.251
H -4.8370 3.3279 2.5097 0.152 -0.159 -0.121 0.296
H -4.8095 3.0705 0.7603 0.035 0.057 -0.064 0.096
H -4.2135 4.5909 1.4786 -0.224 0.157 -0.221 0.563
H -6.3854 5.0345 3.5901 0.669 0.031 -0.124 0.297
H -5.9004 6.2472 2.3321 0.014 0.076 0.274 0.449
H -7.5937 5.7554 2.6784 0.018 0.206 -0.594 0.518
H -7.7306 0.6452 -0.3350 0.170 0.011 -0.165 0.476
H -6.8783 0.5005 1.1513 -0.043 0.406 0.407 0.348
H -6.2287 1.5477 -0.1117 -0.042 0.058 -0.004 0.285
H -7.4904 2.9280 3.6886 -0.039 -0.148 0.034 0.358
C 5.8741 -6.7564 -4.2295 0.681 0.158 0.457 -1.739
C 5.2258 -5.3886 -4.4581 -0.451 0.309 -0.435 1.536
C 3.7086 -5.5447 -4.7682 -1.029 -1.229 -0.332 -1.132
C 2.7671 -5.5738 -3.5772 0.506 1.051 1.477 -1.180
C 3.1837 -4.4540 -2.5825 -1.256 -0.275 -0.959 -0.459
C 4.6286 -4.4840 -2.1317 -0.027 -0.213 0.187 1.775
N 5.4583 -4.4434 -3.3458 -1.311 0.466 -0.252 0.961
O 6.8380 -4.2716 -3.0579 -0.218 -0.428 -0.043 -0.549
C 4.8613 -3.1798 -1.3429 0.799 0.644 -0.181 -1.593
C 4.8156 -5.7262 -1.2148 0.681 0.792 0.263 -2.022
C 5.8324 -4.7099 -5.6982 1.124 -1.379 0.467 -0.818
H 5.6369 -7.1428 -3.2393 -0.302 -0.142 -0.157 0.340
H 6.9608 -6.6396 -4.2003 -0.005 0.003 -0.172 0.336
H 5.6267 -7.4959 -4.9889 -0.118 0.092 -0.052 0.393
H 3.3499 -4.9237 -5.5936 0.246 0.823 0.503 0.322
H 3.4751 -6.5222 -5.2154 0.952 -0.121 -0.184 0.370
H 2.7937 -6.5502 -3.0870 0.220 -0.014 0.037 0.440
H 1.7106 -5.4223 -3.8017 0.096 0.063 -0.491 0.477
H 2.5072 -4.4332 -1.7252 0.212 -0.211 0.214 0.563
H 2.9692 -3.5136 -3.0993 0.270 0.108 -0.014 -0.504
H 3.9840 -2.7041 -0.9000 -0.261 -0.795 0.360 0.179
H 5.6553 -3.2759 -0.6023 -0.124 -0.143 0.138 0.241
H 5.1910 -2.3613 -1.9882 0.199 -0.353 -0.377 0.326
H 5.8672 -5.8806 -0.9585 0.069 0.123 -0.136 0.367
H 4.3231 -5.4810 -0.2721 -0.222 -0.335 -0.016 0.341
H 4.4536 -6.6648 -1.6253 -0.292 0.132 -0.011 0.373
H 5.7536 -5.4208 -6.5238 -0.354 0.438 -0.326 0.492
H 6.9122 -4.6444 -5.5359 0.024 0.241 -0.076 0.569
H 5.4448 -3.7189 -5.8892 -0.310 -0.081 -0.182 -0.474
H 7.0630 -3.5761 -3.6853 0.253 0.106 0.264 0.369
```
Forces are in eV/Å.

As for the energy relative to the best compared isomer or geometry (same formula, charge and spin): 61.77 kcal/mol. As for the calculated total energy: -2999.2284 hartree. The calculation puts the HOMO energy at -7.919 eV. Its structure (SMILES) is CC1(C)CCCC(C)(C)N1O.CC1(C)CCCC(C)(C)N1O.CC1(C)CCCC(C)(C)N1O.CC1(C)CCCC(C)(C)N1O.CC1(C)CCCC(C)(C)N1O.COC[C@H](C)N.COC[C@H](C)N. The gap between HOMO and LUMO comes out at 0.3106 Ha. The value obtained for the LUMO energy is 0.534 eV.


Entry 2:
Below is 3 unconnected molecules or ions with the total composition C15H43FN6O4P3S in a non-equilibrium geometry, with properties calculated with ωB97M-V/def2-TZVPD.

The geometry in XYZ format:
```
73
Properties=species:S:1:pos:R:3:forces:R:3:mulliken_charge:R:1
C 1.7856 4.5823 -3.9965 -0.304 -0.663 -0.270 -0.745
C 0.8747 3.6176 -4.4229 0.195 0.575 0.101 -0.410
C -0.3557 4.2020 -5.1123 1.586 -0.740 -1.855 -0.449
S -1.6286 2.9561 -5.3676 0.934 -0.442 1.564 0.454
F -1.6347 2.6506 -6.8985 -0.230 0.398 -0.386 -0.154
P -3.6590 3.8760 -5.1120 -2.265 -0.292 -1.828 0.427
O -3.5158 5.4607 -5.3389 0.915 -0.400 0.271 -0.399
O -3.9273 3.6232 -3.5561 0.831 0.338 0.069 -0.370
H 1.7534 4.9248 -2.9667 1.873 -1.436 0.597 0.271
H 2.4839 5.0181 -4.7083 -1.314 1.729 -0.338 0.303
H 0.9947 2.5486 -4.2595 -1.064 0.093 1.775 0.459
H -0.7520 4.9619 -4.4456 -0.461 -0.035 -0.065 0.437
H -0.0794 4.6334 -6.0872 -0.411 0.340 -0.033 0.456
H -2.6229 5.8248 -5.2508 -0.172 0.483 0.150 0.344
H -4.6343 4.2196 -3.2610 0.018 -0.063 0.365 0.360
O 2.9381 1.3151 -2.3848 2.099 1.284 2.070 -0.779
P 3.2278 0.0440 -1.6374 -3.361 -3.943 -2.411 0.670
N 4.0248 -0.8717 -2.8322 -0.325 0.286 -0.533 0.168
C 3.9641 -2.3077 -2.9880 0.077 -0.376 0.540 -0.770
C 5.3495 -0.3665 -3.1671 0.096 0.435 0.195 -1.160
N 1.5864 -0.4967 -1.3980 0.011 -0.545 -0.366 0.384
C 0.8851 -1.1619 -2.4830 0.102 -0.127 -0.166 -1.230
C 0.7514 0.5616 -0.8428 0.105 0.100 0.235 -1.010
N 3.8219 -0.8702 -0.2420 1.163 2.847 0.680 0.078
C 3.0283 -1.9249 0.3682 -0.469 -0.212 -0.086 -1.113
C 4.3742 0.0028 0.8141 0.223 0.076 -0.216 -0.979
H 4.5769 -2.8480 -2.2511 -0.017 0.017 -0.006 0.301
H 4.3305 -2.5767 -3.9806 0.090 0.139 -0.011 0.371
H 2.9479 -2.6878 -2.9367 0.059 0.066 0.136 0.123
H 6.1012 -0.6674 -2.4225 0.029 -0.085 -0.094 0.334
H 5.3436 0.7235 -3.2153 -0.083 -0.013 0.025 0.312
H 5.6655 -0.7269 -4.1467 -0.082 -0.122 0.014 0.384
H 1.0144 -0.6602 -3.4542 -0.036 -0.031 0.000 0.316
H -0.1818 -1.2107 -2.2591 0.007 0.152 0.092 0.362
H 1.2017 -2.2002 -2.5794 0.001 0.071 -0.086 0.312
H 0.4341 1.2861 -1.6065 0.071 0.054 0.021 0.138
H 1.2888 1.1122 -0.0666 -0.010 0.019 -0.025 0.326
H -0.1350 0.1291 -0.3743 0.047 -0.102 0.010 0.372
H 2.1508 -1.5559 0.9067 -0.028 -0.005 -0.031 0.456
H 3.6734 -2.4501 1.0782 0.153 0.134 -0.054 0.412
H 2.7036 -2.6605 -0.3636 -0.064 0.108 -0.063 0.234
H 3.5897 0.5639 1.3362 0.035 -0.054 0.112 0.305
H 5.0720 0.7241 0.3794 -0.042 -0.012 0.004 0.349
H 4.9289 -0.5820 1.5480 -0.031 -0.077 -0.039 0.354
O -1.3568 -1.0711 1.9189 2.534 1.403 1.684 -0.766
P -1.9076 -1.2396 3.3061 -5.064 -2.456 -0.826 0.621
N -1.8871 -2.9349 3.4698 -0.108 -0.120 -0.627 0.177
C -2.8350 -3.7322 4.2144 -0.159 0.193 0.607 -0.809
C -0.5465 -3.4942 3.5656 0.361 0.322 -0.100 -0.977
N -3.5208 -0.6379 3.0204 -0.374 -0.515 0.206 0.219
C -4.5086 -1.5095 2.3989 0.018 -0.255 0.018 -1.135
C -3.4936 0.6497 2.3379 0.245 0.115 0.109 -1.133
N -1.9788 -0.8686 5.0379 2.684 1.455 -0.743 0.027
C -3.2383 -0.5916 5.7059 -0.487 -0.021 -0.138 -0.866
C -0.9769 0.1384 5.4414 0.206 -0.222 -0.084 -1.006
H -2.6766 -3.6865 5.3027 -0.002 0.009 -0.023 0.305
H -2.7413 -4.7768 3.9121 0.154 0.023 -0.051 0.372
H -3.8642 -3.4567 4.0034 0.089 0.107 0.072 0.128
H -0.1288 -3.3829 4.5778 -0.034 -0.125 0.005 0.330
H 0.1279 -2.9947 2.8679 -0.076 0.043 -0.021 0.148
H -0.5488 -4.5529 3.3037 -0.138 -0.012 0.042 0.380
H -4.1150 -2.0624 1.5364 -0.043 0.007 -0.014 0.340
H -5.3662 -0.9218 2.0679 0.105 0.142 -0.044 0.381
H -4.9130 -2.2200 3.1198 0.043 -0.014 -0.084 0.282
H -3.3045 0.5467 1.2626 0.060 0.036 0.009 0.315
H -2.7116 1.2921 2.7517 0.000 -0.011 -0.021 0.311
H -4.4467 1.1639 2.4814 -0.040 -0.073 0.041 0.391
H -3.6813 0.3671 5.4219 -0.018 -0.008 -0.019 0.282
H -3.0432 -0.5749 6.7816 0.191 -0.031 -0.044 0.410
H -3.9688 -1.3779 5.5322 0.015 0.033 -0.140 0.251
H -1.2276 1.1407 5.0721 0.001 0.044 0.122 0.318
H 0.0067 -0.1298 5.0455 -0.040 0.014 -0.013 0.334
H -0.8874 0.1821 6.5270 -0.073 -0.051 0.009 0.365
```
Forces are in eV/Å.

As for the energy relative to the best compared isomer or geometry (same formula, charge and spin): 0.00 kcal/mol. As for the calculated total energy: -2748.4438 hartree. The calculation puts the HOMO energy at -9.966 eV. The net charge is +1. The gap between HOMO and LUMO comes out at 0.1956 Ha. The value obtained for the LUMO energy is -4.643 eV.